# C22H20FN5O4

C22H20FN5O4 in the gas phase (the ωB97M-V functional and the def2-TZVPD basis, OMol25).

Last column: natural (NBO) charge in e.
Atoms and positions in Å:
F -1.175 -3.072 0.291  -0.332
H 0.520 -5.592 4.350  0.161
H 0.088 -5.749 2.614  0.156
N -0.862 1.073 -0.244  -0.342
C 1.335 -0.693 -0.733  -0.210
C -1.638 1.389 -2.670  0.652
C -1.123 -0.339 -0.139  -0.269
C 0.147 -0.557 2.850  -0.051
C -1.020 1.762 -1.445  -0.117
H -1.832 -0.582 -0.940  0.279
C -0.079 -2.877 3.255  0.301
H -1.707 -1.511 3.449  0.225
H -1.594 -0.584 0.815  0.224
C 2.418 -1.536 -0.915  -0.222
H 0.946 -4.476 -0.123  0.230
H -0.386 5.728 -1.093  0.209
C 0.120 5.265 -1.940  -0.413
H -1.400 2.318 -5.686  0.212
H 1.449 0.365 -0.912  0.219
C 2.078 -2.008 2.602  -0.246
H 2.089 0.104 2.283  0.225
C -0.467 3.011 -1.235  0.381
O 1.579 -4.392 3.050  -0.481
H -2.546 1.180 -4.917  0.243
C -0.451 0.833 2.812  -0.225
C 0.011 -2.562 -0.114  0.383
H -2.960 2.911 -5.095  0.212
C 1.270 -3.063 2.946  0.224
H 1.178 5.156 -1.701  0.208
C -1.022 3.691 -3.431  0.794
O -2.174 0.325 -2.936  -0.638
H 3.364 -1.125 -1.233  0.217
C 1.076 -3.420 -0.295  -0.274
H 0.644 2.527 2.230  0.414
C 0.107 -1.191 -0.324  -0.022
N 0.201 1.704 1.853  -0.605
N 0.020 3.118 0.019  -0.550
C -2.158 2.196 -4.913  -0.416
O -1.038 4.514 -4.322  -0.636
O -0.642 -4.079 3.574  -0.486
H 3.135 -3.553 -0.845  0.219
H -0.331 1.285 3.802  0.220
C -0.224 1.939 0.585  0.576
C 1.488 -0.747 2.560  -0.212
C 2.292 -2.896 -0.699  -0.201
N -0.458 3.966 -2.201  -0.411
H 3.118 -2.153 2.369  0.232
C -0.663 -1.637 3.213  -0.289
N -1.571 2.433 -3.605  -0.452
H -1.527 0.774 2.615  0.197
C 0.376 -5.041 3.408  0.237
H -0.005 5.869 -2.836  0.250

The spin multiplicity is 1. The orbital gap is 8.463 eV. The structure (SMILES) is Cn1c(=O)c2c(nc(NCc3ccc4c(c3)OCO4)n2Cc2ccccc2F)n(C)c1=O.